No. 1
Formula: C7H13BrN3
Source: the OMol25 dataset
Level of theory: ωB97M-V/def2-TZVPD

XYZ file:
```
24
Properties=species:S:1:pos:R:3:lowdin_charge:R:1
H 2.83 1.35 1.30 0.12
H 1.64 1.31 -2.07 0.17
N -1.71 -0.88 -1.31 0.05
C -0.08 0.99 1.70 -0.08
C 0.70 1.52 0.52 -0.32
N -0.83 -2.56 -0.30 0.03
H 1.26 -0.60 0.11 0.08
N 1.83 0.47 -1.48 0.19
H -0.21 1.76 2.34 0.04
Br -4.57 -1.37 -1.30 0.78
C 1.34 0.36 -0.30 -0.09
H -2.65 -3.57 0.22 0.14
H 0.20 2.35 0.09 0.13
H 2.35 2.76 0.06 0.10
C 2.10 2.18 1.00 -0.02
H 2.03 -0.30 -2.09 0.14
H -1.89 -0.09 -1.84 0.10
C -2.78 -1.71 -0.85 -0.70
C -2.11 -2.76 -0.26 -0.16
H 1.94 2.85 1.77 0.05
H -1.12 0.55 1.58 0.11
C -0.52 -1.44 -0.95 -0.11
H -0.18 -3.25 -0.08 0.14
H 0.42 0.07 2.15 0.11
```

Results
Multiplicity: 1
Relative energy (zero: lowest compared OMol25 entry of this formula, charge and spin): 1.4154 eV
Net charge: +1
Kohn-Sham gap: 8.23 eV

No. 2
Formula: C7H13ClI2InN2OP
Source: the OMol25 dataset
Level of theory: ωB97M-V/def2-TZVPD

XYZ file:
```
28
Properties=species:S:1:pos:R:3:lowdin_charge:R:1
C -1.31 -0.02 -1.40 -0.03
H 0.34 -5.32 1.93 0.15
H 2.09 3.77 0.23 0.08
C 2.01 2.70 -0.02 -0.22
H -0.63 4.17 -0.51 0.09
In 0.14 -0.41 0.13 0.62
H 2.24 2.55 -1.08 0.07
Cl 1.73 -0.50 1.91 0.11
H 2.72 2.12 0.58 0.05
C 0.70 -3.49 -0.80 -0.07
C 0.00 2.62 2.05 -0.23
H 1.12 -5.66 -0.69 0.12
H -0.07 -2.82 2.17 0.16
C 0.79 -4.76 -0.21 0.01
H 0.63 2.03 2.72 0.04
N 0.08 -3.31 1.28 0.01
P 0.32 2.12 0.33 0.70
H -1.06 2.42 2.30 0.07
I -3.11 0.05 -4.93 0.24
O -2.16 -0.34 -2.11 -0.14
H -1.83 2.85 -0.49 0.07
N 0.23 -2.62 0.11 -0.14
H 0.21 3.70 2.17 0.08
H -0.60 2.90 -1.76 0.07
C 0.41 -4.61 1.12 0.00
I -5.14 -0.06 -2.51 0.23
C -0.79 3.11 -0.71 -0.23
H 0.96 -3.18 -1.80 0.13
```

Results
Multiplicity: 1
Relative energy (zero: lowest compared OMol25 entry of this formula, charge and spin): 0.7595 eV
Net charge: +2
Kohn-Sham gap: 5.57 eV

No. 3
Formula: C7H13ClSi
Source: the OMol25 dataset
Level of theory: ωB97M-V/def2-TZVPD

XYZ file:
```
22
Properties=species:S:1:pos:R:3:lowdin_charge:R:1
H 2.44 0.30 2.19 0.05
H -4.12 -2.60 -0.59 0.05
H 1.82 0.21 -1.29 0.01
C 2.11 1.10 1.53 -0.15
H 2.87 -1.96 -0.40 0.05
H 0.09 1.74 0.74 0.05
C 2.43 -1.79 -1.37 -0.16
C 0.54 0.87 1.26 -0.30
H -4.84 -0.99 -0.61 0.07
H 2.03 -2.72 -1.71 0.05
H 2.27 1.97 2.13 0.04
C -1.49 -0.92 -0.52 -0.15
H 0.81 -0.72 -2.30 0.08
H 3.10 -1.63 -2.21 0.07
Si 0.23 -0.72 0.17 0.21
H -0.06 0.94 2.27 0.10
H 2.83 1.00 0.70 0.06
C -4.04 -1.63 -0.94 -0.08
C 1.35 -0.68 -1.35 -0.31
C -2.65 -1.17 -0.66 -0.14
H -4.19 -1.66 -2.02 0.08
Cl 0.31 -2.45 1.28 0.34
```

Results
Multiplicity: 1
Relative energy (zero: lowest compared OMol25 entry of this formula, charge and spin): 0.0000 eV
Net charge: 0
SMILES string: CC#C[Si](Cl)(CC)CC
Kohn-Sham gap: 10.54 eV

No. 4
Formula: C7H13F
Source: the OMol25 dataset
Level of theory: ωB97M-V/def2-TZVPD

XYZ file:
```
21
Properties=species:S:1:pos:R:3:lowdin_charge:R:1
H 1.35 0.92 2.23 0.05
C -1.40 -0.71 1.07 -0.05
H 0.23 1.39 -3.86 0.08
H 0.14 1.98 1.52 0.12
C 0.14 0.33 -3.54 -0.02
H -0.17 1.66 -0.91 0.04
H -1.59 -0.82 2.03 0.02
C 0.05 -0.07 -2.05 -0.41
H -2.17 0.08 0.65 0.13
C 1.20 -1.21 0.78 -0.06
H 1.39 -1.62 1.68 0.06
C 0.35 0.88 1.93 -0.07
H 2.04 -0.81 0.41 0.06
H -1.42 -1.55 0.43 0.06
H 0.78 -1.96 0.17 0.07
H -0.25 0.90 2.75 0.02
H 1.00 -0.21 -3.93 0.07
C -0.05 0.64 -0.96 0.10
C 0.08 -0.27 0.94 -0.37
H -0.88 0.12 -3.85 0.07
F 0.02 -1.41 -1.94 0.03
```

Results
Multiplicity: 1
Relative energy (zero: lowest compared OMol25 entry of this formula, charge and spin): 3.5817 eV
Net charge: 0
Kohn-Sham gap: 9.67 eV

No. 5
Formula: C7H13F2N
Source: the OMol25 dataset
Level of theory: ωB97M-V/def2-TZVPD

XYZ file:
```
23
Properties=species:S:1:pos:R:3:lowdin_charge:R:1
N 1.46 -0.72 0.38 -0.14
H -1.80 -0.85 1.46 0.09
H -2.25 1.64 1.11 0.02
H -1.24 -0.16 -2.06 0.07
H 1.34 -2.41 -1.00 0.11
H -0.39 1.46 -2.02 0.08
H 2.76 -2.23 -0.14 0.08
C -1.07 0.57 -0.04 -0.31
H -2.05 1.43 -1.90 0.07
C 0.33 -1.12 1.22 -0.10
C 2.03 -1.56 -0.62 -0.08
H 0.21 -0.49 2.10 0.11
H -0.62 1.91 1.66 0.10
H -1.52 -1.64 -0.08 0.13
F 2.04 1.03 -1.03 0.04
H -1.47 2.69 0.01 0.11
C -1.19 0.82 -1.56 -0.09
C -1.18 -0.75 0.59 -0.14
C 1.30 0.58 0.06 -0.38
H 2.59 -1.19 -1.54 0.11
C -1.32 1.84 0.77 -0.06
F 1.71 1.35 1.13 0.04
H 0.33 -2.20 1.49 0.13
```

Results
Multiplicity: 1
Relative energy (zero: lowest compared OMol25 entry of this formula, charge and spin): 3.7712 eV
Net charge: 0
Kohn-Sham gap: 8.50 eV

No. 6
Formula: C7H13F3N2OSi
Source: the OMol25 dataset
Level of theory: ωB97M-V/def2-TZVPD

XYZ file:
```
27
Properties=species:S:1:pos:R:3:lowdin_charge:R:1
H -2.57 -0.95 1.46 0.10
C -2.50 -0.58 0.51 -0.09
C 1.07 -0.52 1.23 -0.22
H 2.75 0.67 0.32 0.03
O -0.65 3.27 0.50 -0.15
H 0.69 -1.53 1.09 0.07
H 3.18 -0.75 1.15 0.03
C 2.47 -0.28 0.58 -0.10
N -1.95 -3.24 -0.39 0.01
H 2.64 -0.72 -0.42 0.08
H -2.22 -1.47 -0.19 0.08
F -3.86 1.32 1.00 0.07
N -0.84 -3.62 -0.37 -0.10
H -0.61 3.69 1.46 0.16
C -0.03 2.27 -2.04 -0.16
H -0.88 1.92 -2.89 0.11
H 0.79 1.67 -2.29 -0.02
Si -0.57 1.91 -0.25 0.47
C -1.32 0.30 0.25 -0.20
F -4.87 -0.52 0.35 0.16
H 1.12 -0.35 2.37 0.13
H 0.19 3.32 -2.16 0.00
H -0.04 -3.44 -1.08 0.15
C 0.01 0.33 0.57 -0.20
H -0.46 -4.02 0.40 0.06
C -3.77 0.18 0.17 -0.61
F -3.75 0.69 -1.06 0.14
```

Results
Multiplicity: 1
Relative energy (zero: lowest compared OMol25 entry of this formula, charge and spin): 1.5590 eV
Net charge: 0
Kohn-Sham gap: 8.79 eV

No. 7
Formula: C7H13INO
Source: the OMol25 dataset
Level of theory: ωB97M-V/def2-TZVPD

XYZ file:
```
23
Properties=species:S:1:pos:R:3:mulliken_spin:R:1
H 0.08 1.44 1.18 0.05
O 0.65 -2.72 0.69 0.00
C -0.70 -1.00 2.04 0.00
N 1.64 -0.23 -1.05 0.40
C -0.01 0.82 0.33 -0.08
H 2.54 -0.30 -1.42 -0.03
H -1.93 1.56 0.06 0.00
C -0.49 -0.59 0.66 0.04
C 0.55 -1.49 1.34 0.01
H 1.12 -1.01 -1.21 -0.01
C -0.97 1.56 -0.60 0.05
C 1.33 0.78 -0.31 0.60
H 0.73 -3.44 1.39 0.00
H -0.22 0.41 -2.32 0.00
H -0.61 2.68 -0.81 0.00
H -0.61 -0.21 2.78 0.00
H -1.95 0.43 -2.06 0.00
H -1.34 1.85 -2.58 0.00
H 1.44 -1.14 1.69 -0.02
C -1.13 1.03 -1.97 0.01
H -1.55 -1.67 2.35 0.00
H -1.22 -1.05 -0.02 0.00
I 2.69 2.30 -0.15 0.97
```

Results
Multiplicity: 3
Relative energy (zero: lowest compared OMol25 entry of this formula, charge and spin): 1.5703 eV
Net charge: +1
Kohn-Sham gap (spin up / spin down): 6.63 / 4.19 eV

No. 8
Formula: C7H13InNOP
Source: the OMol25 dataset
Level of theory: ωB97M-V/def2-TZVPD

XYZ file:
```
24
Properties=species:S:1:pos:R:3:lowdin_charge:R:1
H -0.99 -0.18 -4.00 0.09
C -0.61 0.15 -3.01 -0.31
H -0.65 -1.84 -2.20 -0.02
C -1.34 1.00 2.51 -0.52
H 0.39 3.37 -2.23 0.09
H -0.68 -2.90 1.82 -0.10
H -2.19 1.74 4.34 0.08
In 0.09 -0.01 -0.11 0.62
O -1.51 0.73 1.28 -0.09
H -0.12 0.93 4.14 0.12
C 0.28 2.31 -1.94 -0.30
H -0.57 2.10 -3.89 0.07
C 0.73 1.92 -0.71 -0.26
C -0.32 1.54 -2.98 -0.21
H 1.56 -2.71 1.47 -0.11
N -0.18 0.76 3.15 0.18
C -0.47 -0.77 -2.02 -0.29
H 0.60 0.30 2.70 0.09
H -3.34 0.96 3.21 0.10
H -2.71 2.59 2.85 0.11
H 1.23 2.64 -0.05 -0.01
P 0.29 -2.43 0.88 0.72
H 0.20 -3.40 -0.18 -0.07
C -2.46 1.61 3.29 0.01
```

Results
Multiplicity: 1
Net charge: 0
Kohn-Sham gap (spin up / spin down): 4.57 / 4.57 eV

No. 9
Formula: C7H13N
Source: the OMol25 dataset
Level of theory: ωB97M-V/def2-TZVPD

XYZ file:
```
21
Properties=species:S:1:pos:R:3:lowdin_charge:R:1
C -2.20 -1.49 -0.87 -0.05
H -2.59 -1.23 -1.86 0.04
C 2.28 -0.05 -0.98 -0.09
H 2.16 0.11 1.80 0.08
H 3.00 -0.85 -1.14 0.08
H 0.79 -1.00 2.02 0.08
H 1.84 0.19 -1.95 0.08
H 2.34 -1.62 1.43 0.08
H -3.03 1.55 -0.40 0.08
H -2.56 1.66 1.29 0.08
H -1.79 2.71 0.08 0.07
C 1.65 -0.77 1.40 -0.09
H 0.39 1.86 0.47 0.11
C 1.21 -0.52 -0.02 -0.27
H 2.79 0.83 -0.59 0.07
C -1.15 0.63 0.06 -0.42
C -2.18 1.70 0.26 -0.03
H -2.33 -2.53 -0.59 0.03
N 0.16 0.93 0.15 0.07
C -1.49 -0.67 -0.14 -0.12
H 0.72 -1.41 -0.42 0.11
```

Results
Multiplicity: 1
Relative energy (zero: lowest compared OMol25 entry of this formula, charge and spin): 3.3917 eV
Net charge: 0
SMILES string: C=C=C(C)NC(C)C
Kohn-Sham gap: 7.95 eV

No. 10
Formula: C7H13N
Source: the OMol25 dataset
Level of theory: ωB97M-V/def2-TZVPD

XYZ file:
```
21
Properties=species:S:1:pos:R:3:lowdin_charge:R:1
H 1.33 -1.99 0.34 0.08
C 1.72 0.82 0.10 -0.08
C -0.63 0.81 0.32 -0.13
C -2.26 0.10 0.15 -0.15
H 1.41 1.74 1.97 0.05
H -0.45 -2.10 0.39 0.07
H 0.43 -1.26 1.68 0.08
H 2.47 0.64 -0.67 0.08
H -0.71 1.72 -0.26 0.11
C 0.18 -0.44 -1.69 -0.07
H -0.59 0.96 1.40 0.09
H 0.20 0.49 -2.24 0.09
H -3.61 -1.06 -0.62 0.06
H -0.77 -0.95 -1.89 0.06
C 0.29 -0.19 -0.20 -0.54
H 1.00 -1.08 -2.03 0.08
C 0.41 -1.47 0.61 -0.05
C 2.09 1.52 1.16 -0.03
H 3.08 1.96 1.25 0.05
H -2.99 0.65 0.79 0.08
N -2.60 -0.87 -0.56 0.06
```

Results
Multiplicity: 1
Relative energy (zero: lowest compared OMol25 entry of this formula, charge and spin): 2.7864 eV
Net charge: 0
SMILES string: [H]/N=C/CC(C)(C)C=C
Kohn-Sham gap: 9.60 eV

What did we get for E_tot? Answer: -81973.457; -55666.470; -27869.737; -10183.261; -14391.019; -28523.675; -19094.763; -25465.029; -8956.541; -8957.146 eV, in the order shown.